No. 1
{"formula": "C2H3FI2", "method": "the ωB97M-V functional and the def2-TZVPD basis", "elements": ["C", "C", "F", "I", "I", "H", "H", "H"], "xyz": [[-0.6887, -0.0751, -0.5372], [0.4844, 0.0402, 0.4232], [-0.3435, 0.2148, -1.8852], [1.6800, 1.8318, 0.3823], [1.6940, -1.7518, 0.4440], [-1.4957, 0.5942, -0.3711], [-1.1636, -1.0883, -0.2745], [-0.1668, 0.2341, 1.8185]], "nbo_charge": [-0.0542, -0.6244, -0.3607, 0.1902, 0.1884, 0.1910, 0.1922, 0.2776], "e_lumo_ev": -0.49, "e_homo_ev": -9.5, "e_above_lowest_kj_mol": 163.86, "energy_ha": -773.16569, "multiplicity": 1, "orbital_gap_ha": 0.332, "mol_weight_g_mol": 299.852}

---

No. 2
{"formula": "C2H11NO4", "method": "the ωB97M-V functional and the def2-TZVPD basis", "elements": ["C", "N", "C", "O", "H", "H", "H", "H", "H", "H", "H", "O", "H", "H", "O", "H", "H", "O"], "xyz": [[-0.6747, 0.0566, -0.8445], [0.2018, -0.8173, -1.3301], [0.0751, -1.4391, -2.6636], [-0.4247, 0.4865, 0.3303], [-1.6187, 0.3176, -1.3742], [1.1265, -1.0956, -0.8400], [-0.1150, -0.8162, -3.3883], [0.9761, -2.0155, -2.7786], [-0.8520, -2.0065, -2.7089], [0.7889, -0.2950, 1.1980], [2.0690, -0.8368, 1.7856], [1.3668, -1.0978, 1.1841], [1.7079, 3.2500, 1.4218], [0.8559, 1.9773, 0.9986], [1.7649, 2.3019, 1.3135], [-2.0616, 0.3508, 3.1543], [-2.4144, 1.1677, 1.9519], [-2.7717, 0.5114, 2.5903]], "lowdin_spin": [0.4228, 0.1506, 0.0476, 0.1945, 0.0919, 0.0089, 0.0205, 0.0019, 0.0251, 0.0017, 0.0003, 0.0074, 0.0027, 0.0045, 0.0134, 0.0006, -0.0001, 0.0057], "e_lumo_ev": [3.81, 3.71], "e_homo_ev": [1.1, -4.0], "s_squared": 0.75, "e_above_lowest_kj_mol": 176.66, "energy_ha": -438.44376, "multiplicity": 2, "orbital_gap_ha": [0.100, 0.282], "mol_weight_g_mol": 113.113, "charge": -1}

---

No. 3
{"formula": "C2H3BrF2", "method": "the ωB97M-V functional and the def2-TZVPD basis", "elements": ["F", "C", "F", "C", "Br", "H", "H", "H"], "xyz": [[0.0378, -1.3181, -1.0687], [-0.4755, -0.6336, 0.0019], [-0.0496, -1.4033, 1.0791], [0.1914, 0.7127, 0.0201], [2.0614, 0.6874, -0.0105], [-1.5578, -0.6657, 0.0398], [-0.1077, 1.0991, -0.9403], [-0.0999, 1.5215, 0.8786]], "nbo_charge": [-0.3399, 0.5377, -0.3572, -0.5581, 0.0691, 0.1590, 0.2331, 0.2562], "e_lumo_ev": 0.83, "e_homo_ev": -10.4, "e_above_lowest_kj_mol": 48.59, "smiles": "FC(F)CBr", "energy_ha": -2851.73506, "multiplicity": 1, "orbital_gap_ha": 0.414, "mol_weight_g_mol": 144.946}

---

No. 4
{"formula": "C3H4S2", "method": "the ωB97M-V functional and the def2-TZVPD basis", "elements": ["C", "C", "C", "S", "S", "H", "H", "H", "H"], "xyz": [[-0.6206, 1.1681, -0.1036], [0.0861, 0.2112, 0.4307], [0.2836, -1.4573, -0.8500], [-0.3356, -3.0896, -0.3337], [-0.9759, -1.9682, -2.0121], [-0.7409, 2.0930, 0.5994], [-1.0693, 1.1670, -0.9767], [0.6808, -0.1744, 1.2360], [1.3018, -1.2561, -1.0674]], "nbo_charge": [-0.4189, -0.1038, -0.5236, 0.0884, 0.1124, 0.2070, 0.2047, 0.2214, 0.2123], "e_lumo_ev": -0.07, "e_homo_ev": -8.4, "e_above_lowest_kj_mol": 345.52, "energy_ha": -912.92888, "multiplicity": 1, "orbital_gap_ha": 0.307, "mol_weight_g_mol": 104.199}

---

No. 5
{"formula": "C28H18N6O2Sc", "method": "the ωB97M-V functional and the def2-TZVPD basis", "elements": ["Sc", "O", "C", "N", "C", "O", "C", "C", "C", "C", "C", "N", "C", "C", "C", "C", "C", "N", "H", "H", "H", "H", "H", "H", "H", "H", "N", "C", "C", "C", "C", "C", "C", "C", "C", "C", "C", "C", "C", "N", "C", "C", "C", "C", "N", "H", "H", "H", "H", "H", "H", "H", "H", "H", "H"], "xyz": [[0.2014, 1.6119, -0.0038], [-1.0850, 5.1541, 1.7772], [-0.9008, 4.1590, 1.1248], [0.2484, 3.4152, 0.9914], [1.4200, 3.8554, 1.5625], [1.5992, 4.8010, 2.2842], [2.5945, 2.9892, 1.1133], [3.8786, 3.3414, 1.5075], [4.9496, 2.5870, 1.0581], [4.6949, 1.5006, 0.2324], [3.3866, 1.2110, -0.1146], [2.3462, 1.9392, 0.3073], [-2.0126, 3.5920, 0.2456], [-3.2208, 4.2719, 0.1669], [-4.2105, 3.7875, -0.6723], [-3.9550, 2.6340, -1.4013], [-2.7261, 2.0114, -1.2676], [-1.7612, 2.4761, -0.4653], [3.9993, 4.2011, 2.1499], [5.9602, 2.8439, 1.3342], [5.4966, 0.8873, -0.1446], [3.1547, 0.3768, -0.7713], [-3.3457, 5.1648, 0.7613], [-5.1543, 4.3010, -0.7668], [-4.6933, 2.2235, -2.0703], [-2.4875, 1.1164, -1.8358], [-0.9045, -8.5928, -0.5484], [-0.7847, -7.4553, -0.5043], [-0.6464, -6.0479, -0.4307], [0.5100, -5.4971, 0.1222], [0.6381, -4.1250, 0.2042], [-0.3754, -3.2991, -0.2728], [-1.5173, -3.8522, -0.8442], [-1.6620, -5.2236, -0.9157], [-0.2185, -1.8278, -0.1892], [0.1676, -1.1727, -1.3705], [0.4679, -1.8128, -2.5996], [0.8013, -0.8258, -3.5004], [0.6965, 0.3890, -2.8119], [0.3227, 0.2055, -1.5333], [-0.4586, -1.2344, 1.0535], [-0.9259, -1.8647, 2.2397], [-1.0077, -0.8918, 3.2083], [-0.5897, 0.3029, 2.6074], [-0.2655, 0.1211, 1.3219], [1.3027, -6.1412, 0.4718], [1.5218, -3.6821, 0.6374], [-2.2964, -3.2008, -1.2094], [-2.5444, -5.6584, -1.3606], [0.4403, -2.8717, -2.7682], [1.0850, -0.9489, -4.5273], [0.8703, 1.3866, -3.2025], [-1.1693, -2.9050, 2.3333], [-1.3277, -1.0074, 4.2237], [-0.5073, 1.2806, 3.0626]], "nbo_charge": [1.9321, -0.5000, 0.6458, -0.8723, 0.6462, -0.4993, 0.1405, -0.1933, -0.1136, -0.2330, 0.0784, -0.5699, 0.1404, -0.1932, -0.1138, -0.2329, 0.0785, -0.5691, 0.2672, 0.2422, 0.2442, 0.2191, 0.2672, 0.2422, 0.2441, 0.2188, -0.2537, 0.2370, -0.1002, -0.1679, -0.1942, -0.0787, -0.2076, -0.1555, 0.2418, -0.0150, -0.1565, -0.3091, 0.0404, -0.6910, -0.0104, -0.1423, -0.3033, 0.0696, -0.6645, 0.2411, 0.2276, 0.2279, 0.2394, 0.2425, 0.2437, 0.2126, 0.2422, 0.2453, 0.2222], "e_lumo_ev": -4.30, "e_homo_ev": -11.2, "energy_ha": -2317.51360, "multiplicity": 1, "orbital_gap_ha": 0.253, "mol_weight_g_mol": 515.448, "charge": 1}

---

No. 6
{"formula": "C7H13N2", "method": "the ωB97M-V functional and the def2-TZVPD basis", "elements": ["C", "C", "C", "C", "C", "C", "C", "N", "N", "H", "H", "H", "H", "H", "H", "H", "H", "H", "H", "H", "H", "H"], "xyz": [[-0.8182, -1.3957, 0.3124], [0.9585, -1.1533, -0.9690], [2.2782, -1.1080, -0.2511], [2.1732, 0.0225, 0.7967], [1.1488, 1.0136, 0.2043], [-0.8593, 0.5101, -1.0179], [-2.9732, -0.1220, 0.2837], [-1.5548, -0.4120, -0.0593], [0.5816, 0.3389, -1.0231], [-1.1829, -2.1426, 0.9006], [2.5032, -2.1403, 0.0358], [3.1147, -0.8936, -0.9538], [1.7774, -0.2620, 1.8040], [3.2095, 0.3875, 0.9702], [0.3523, 1.1685, 0.8037], [1.4623, 1.9431, 0.0536], [-1.3895, 0.5306, -2.0299], [-1.2072, 1.4696, -0.7634], [-3.5465, -0.8879, -0.2644], [-3.2777, -0.1627, 1.2840], [-3.0168, 0.9792, 0.0142], [0.8002, 0.5475, -1.9857]], "nbo_charge": [0.1754, 0.0525, -0.5776, -0.4349, -0.2146, -0.0525, -0.4229, -0.3405, -0.4689, 0.1864, 0.2758, 0.2613, 0.2318, 0.2449, 0.2032, 0.2268, 0.2524, 0.2184, 0.2477, 0.2452, 0.2193, 0.4710], "e_lumo_ev": -3.44, "e_homo_ev": -11.9, "e_above_lowest_kj_mol": 672.18, "energy_ha": -383.56117, "multiplicity": 1, "orbital_gap_ha": 0.312, "mol_weight_g_mol": 125.195, "charge": 1}